(1)
44
Properties=species:S:1:pos:R:3 method="wB97M-V/def2-TZVPD" charge=+1 orbital_gap_ev=10.078 e_above_lowest_ev=2.476 e_homo_ev=-12.082
O 17.0836 10.6330 1.9615
H 16.1642 10.8422 1.7811
H 17.4356 10.1565 1.2060
H 17.6833 11.3058 2.2920
C 13.6149 11.4237 1.1262
O 14.5067 10.5993 1.0891
N 12.5441 11.2742 1.9084
N 13.5976 12.6506 0.5546
H 11.9750 12.0882 2.0918
H 12.4356 10.3782 2.3619
H 14.4212 12.7387 -0.0233
H 12.7719 12.9461 0.0536
C 16.6382 12.6834 -0.9359
O 15.5050 12.6292 -1.3393
N 17.4303 11.6821 -1.1254
N 17.0384 13.6489 -0.1890
H 18.3651 11.9565 -0.8591
H 17.1911 10.7930 -1.5406
H 16.3115 14.3449 -0.2737
H 17.8134 13.6013 0.4569
C 17.3681 9.7508 5.4522
O 17.4558 10.7929 4.8167
N 16.7513 9.6978 6.6369
N 17.8729 8.5978 5.0802
H 16.3616 10.5544 7.0036
H 16.7886 8.8316 7.1550
H 17.5767 7.7788 5.5916
H 18.1963 8.4451 4.1356
C 16.6394 7.7661 -0.3315
O 17.2490 8.7343 0.0824
N 16.8005 7.2599 -1.4736
N 15.7889 7.1066 0.3964
H 17.3752 7.8420 -2.0661
H 16.7536 6.2754 -1.6940
H 15.2710 6.4040 -0.1117
H 15.6695 7.3775 1.3621
C 19.6496 12.9652 2.8268
O 18.7298 12.5306 2.1748
N 20.0070 14.2192 3.0243
N 20.5550 12.3216 3.5543
H 20.3560 14.4584 3.9414
H 19.5045 14.8670 2.4345
H 20.5136 11.3127 3.5757
H 21.1703 12.8120 4.1876


(2)
49
Properties=species:S:1:pos:R:3 method="wB97M-V/def2-TZVPD" charge=-1 orbital_gap_ev=8.180 e_homo_ev=-6.384
C 1.2143 -1.7776 1.0296
C 0.9481 -0.4614 1.7103
O 1.6651 0.5829 1.0084
B 1.0292 1.7774 0.9818
O 0.7792 2.4644 2.1501
C 0.6777 2.3839 -0.4686
C 2.0057 2.1943 -1.2880
Br 2.2469 3.4589 -2.7466
C 2.2856 0.7478 -1.7767
C 3.7878 0.4589 -1.7801
Br 1.6580 0.5276 -3.6392
O 0.4963 3.8221 -0.4539
C -0.5584 4.1727 -1.2205
O -1.1009 5.2629 -1.2358
O -0.9275 3.0593 -1.9709
C -0.6839 1.9965 -1.0851
C -0.9604 0.5804 -1.5491
C -2.0884 0.4605 -2.5920
C -3.3262 -0.2752 -2.1932
N -1.9526 0.9175 -3.7641
P -2.0365 2.2533 0.3127
S -3.7969 2.7290 -0.3612
H 0.8074 -1.7300 0.0255
H 2.2880 -1.8883 0.9477
H 0.7588 -2.5608 1.6105
H 1.2940 -0.5213 2.7327
H -0.1230 -0.2775 1.7176
H -0.0591 2.2561 2.5561
H 2.8090 2.4235 -0.6069
H 1.7710 0.0204 -1.1828
H 4.3273 1.2054 -1.2158
H 3.9835 -0.5329 -1.4064
H 4.1698 0.4921 -2.7864
H -0.1024 0.1120 -2.0025
H -1.2392 -0.0384 -0.7089
H -4.1815 0.2883 -2.5280
H -3.3870 -0.3931 -1.1236
H -3.3415 -1.2592 -2.6396
H -1.0489 1.3665 -3.8713
H -2.1205 1.0183 0.9855
H -1.5342 3.1486 1.2727
C -0.7640 -5.8285 3.2760
F -0.8726 -6.8150 4.1715
F 0.3991 -6.0023 2.6315
F -1.7419 -5.9972 2.3767
S -0.8541 -4.1732 4.0770
O 0.2703 -4.1915 4.9837
O -2.1575 -4.1820 4.6959
O -0.7134 -3.2761 2.9432


(3)
19
Properties=species:S:1:pos:R:3 method="wB97M-V/def2-TZVPD" orbital_gap_ev=9.266 e_above_lowest_ev=0.172 e_homo_ev=-9.362
C -1.2833 0.9567 1.7313
C -0.1348 0.0848 1.8260
C 1.0319 0.2091 -1.8219
C -0.4969 -1.5838 -0.9522
C 0.7904 -0.1362 0.6535
C 0.0721 -0.1889 -0.7037
N -1.9023 2.0279 1.6480
O -1.5271 -0.3347 1.7343
I -0.8367 3.7652 1.6619
H 0.2896 -0.0922 2.8105
H 1.3774 1.2318 -1.6870
H 0.5331 0.1418 -2.7855
H 1.8972 -0.4501 -1.8365
H -1.1600 -1.8784 -0.1429
H 0.3086 -2.3122 -1.0256
H -1.0620 -1.6033 -1.8810
H 1.5053 0.6920 0.6607
H 1.3525 -1.0596 0.8056
H -0.7551 0.5303 -0.6954